Entry 1:
Computed, not measured: 8 unconnected molecules or ions with the total composition C41H79N10O2 at a distorted geometry, with ωB97M-V/def2-TZVPD.

The geometry in XYZ format:
```
132
Properties=species:S:1:pos:R:3:forces:R:3:mulliken_charge:R:1
O 0.6489 -2.5902 -2.6351 -3.699 11.159 9.090 0.22
O -3.9399 -2.0113 -2.1053 0.395 -0.615 0.531 -0.43
N -1.5072 1.6314 -2.6621 -0.007 -0.671 -0.450 -0.31
N 2.8581 -0.1587 5.9758 -0.380 -0.792 0.308 -0.52
N -2.8623 -1.2372 -2.6004 -1.311 0.292 -0.642 0.84
N 1.7267 1.2424 -3.2900 0.054 -0.175 0.764 -0.49
N 1.5511 5.8000 -0.3273 0.875 -0.270 -0.320 -0.44
N 1.3117 3.9088 9.4228 0.142 -0.339 0.892 -0.51
N -0.6129 -2.2364 -10.6073 0.565 0.713 -0.357 -0.40
N -1.0785 -3.3628 1.8941 -0.542 0.160 -0.790 -0.38
N 0.8861 -3.9749 -3.1546 3.663 -13.824 -9.490 -0.65
N -0.2667 3.0615 4.6774 0.210 0.566 -0.352 -0.48
C -4.7287 -3.0280 0.0597 0.262 0.534 0.518 -0.31
C 2.4750 -2.4276 2.3247 0.022 -0.004 0.014 -1.04
C 1.3907 2.1733 -5.7189 0.351 -0.035 0.283 -0.38
C -4.2623 -1.7390 -0.7236 -1.528 -0.143 1.396 -0.61
C -1.2437 -3.0229 -10.0750 -0.921 -1.044 0.409 0.20
C 3.2210 0.8046 5.4830 0.694 1.178 -0.405 0.29
C 2.2492 4.4752 -5.0435 0.000 -0.034 0.018 -1.18
C 0.9381 -5.1534 -2.9664 -0.722 1.522 1.186 0.27
C -0.2929 -3.4517 2.7168 0.813 -0.366 1.140 0.15
C -1.0736 3.9901 1.5697 -0.068 -0.071 -0.025 -0.84
C -1.7674 1.3071 5.9166 0.215 0.328 0.144 -0.50
C 2.7060 1.3516 2.5950 -0.005 0.051 -0.031 -0.89
C 0.0164 0.9135 7.6938 -0.101 -0.080 0.027 -0.88
C -2.4617 1.0802 -3.6445 -0.393 1.042 0.825 -0.33
C -1.7128 -4.0582 -7.8875 0.225 -0.129 0.240 -0.16
C -0.9896 -1.8680 -4.3656 0.133 -0.136 -0.331 0.48
C -4.4391 -2.7662 1.5932 0.072 0.300 -0.530 -0.84
C -1.1244 5.4877 1.8433 -0.068 -0.264 0.113 -0.32
C -1.4329 1.2953 7.4129 0.267 -0.034 0.275 -0.42
C 2.7625 2.4221 3.6782 -0.145 -0.024 -0.208 0.81
C 2.1555 -6.9185 -1.7345 0.311 -0.124 0.077 -0.43
C -2.0639 -4.0372 -9.3774 0.231 0.405 0.078 -0.48
C 2.4002 3.2926 -5.9948 0.127 0.374 0.063 -0.53
C 2.0046 5.9093 6.6869 0.059 0.309 0.054 -0.51
C 0.5084 6.0319 0.0725 -1.326 0.475 0.300 0.24
C 0.9836 4.8064 6.9830 0.489 0.060 0.460 1.08
C 1.5750 1.6480 -4.3473 -0.243 0.379 -1.302 0.36
C 0.2432 -2.6053 -1.1460 0.369 0.579 0.458 -1.03
C 1.8724 7.1081 7.6199 0.063 0.034 -0.016 -1.34
C -2.4774 -1.9094 -3.8958 0.429 -1.398 -1.071 -1.27
C 0.7228 -3.5535 3.7870 -0.139 0.324 -0.293 -0.62
C 1.7304 -2.4072 3.6549 0.296 0.081 -0.190 -0.16
C 3.6940 2.0496 4.8374 -0.386 -0.247 -0.029 -0.47
C 1.0209 -6.6153 -2.7152 -0.149 0.523 0.581 -0.53
C -0.9198 2.2939 5.2139 -0.932 -1.022 0.403 0.36
C -0.8432 6.3302 0.5954 0.418 -0.161 0.172 -0.45
C 3.5191 -6.4792 -2.2549 0.053 0.038 0.057 -1.06
C -3.4286 0.1065 -2.9108 -0.381 1.924 -0.983 -0.79
C 1.1680 4.2995 8.3608 -0.393 0.362 -1.330 0.15
C -0.2520 -4.4119 -7.6263 -0.016 0.044 0.116 -1.06
C 0.1069 -1.4381 -3.3605 0.110 0.580 -1.239 -0.75
H 2.2699 3.6411 -7.0211 -0.043 -0.149 -0.013 0.34
H -3.0967 1.9373 -3.9760 0.118 -0.863 -0.048 0.49
H 3.7518 -6.9670 -3.2041 0.011 0.039 0.022 0.30
H 1.2452 4.9025 -5.1050 0.033 0.017 0.014 0.28
H 2.4360 4.1854 -4.0075 -0.041 -0.004 -0.018 0.38
H -1.5783 6.1190 -0.1836 0.061 0.015 -0.032 0.28
H -2.8152 1.5723 5.7658 0.053 0.040 -0.125 0.32
H 1.5280 1.3569 -6.4304 -0.057 -0.056 0.093 0.36
H -2.7978 -2.9696 -3.8049 0.222 0.774 0.378 0.45
H -1.7755 2.5659 -2.3778 0.275 -0.129 -0.085 0.31
H 1.9611 -6.4213 -0.7810 -0.112 -0.039 -0.021 0.26
H -0.0057 -5.3898 -8.0445 0.020 0.030 0.016 0.38
H -2.3506 -4.7868 -7.3812 -0.078 0.036 -0.097 0.37
H -0.7141 -2.8828 -4.7286 -0.328 0.652 0.306 -0.19
H 0.4249 -3.6730 -8.0591 -0.038 -0.037 -0.061 0.33
H -3.4742 -1.2555 -0.1095 0.211 -0.304 -0.908 0.41
H -0.0336 5.1871 6.8766 -0.003 -0.066 0.029 0.35
H -3.1071 -1.4907 -4.7085 0.216 -0.048 0.850 0.25
H -3.3758 -2.9610 1.8738 -0.953 0.023 -0.322 0.04
H -5.1392 -3.3237 2.2484 0.547 0.199 -0.469 0.35
H 2.0549 1.6709 1.7794 0.055 0.001 -0.010 0.38
H -4.3189 -0.0258 -3.5649 0.634 -0.568 0.483 0.33
H 0.7137 1.6332 7.2622 0.003 -0.057 -0.022 0.02
H 3.7110 2.8493 5.5799 0.044 -0.102 0.074 0.16
H -5.1380 -1.0463 -0.7108 0.716 -0.259 -0.088 0.27
H -1.9944 0.6827 -4.5631 -0.107 -0.052 0.621 0.15
H 0.9505 -1.0296 -3.9542 -0.530 -0.364 0.476 0.01
H -0.2362 -0.6073 -2.7222 0.297 -0.380 0.030 0.50
H -0.5467 1.6087 -2.9881 -0.084 0.218 0.194 -0.14
H 2.0598 6.8308 8.6587 -0.058 -0.034 -0.024 0.35
H 1.1705 -2.7929 -0.5668 -0.605 0.007 -0.507 0.32
H -4.6325 -1.6844 1.7656 0.037 -0.565 0.139 0.34
H -1.8824 -5.0141 -9.8283 0.031 0.051 -0.036 0.31
H -0.4747 -3.4289 -0.9458 0.449 0.375 -0.479 0.37
H -2.1119 5.7472 2.2312 0.040 0.108 -0.045 0.35
H -3.1182 -3.7932 -9.5139 0.046 0.011 -0.120 0.29
H -0.9223 -1.2212 -5.2727 -0.046 -0.221 0.762 0.53
H -1.9262 -3.0803 -7.4447 -0.091 -0.007 -0.090 0.09
H 1.1914 -7.1356 -3.6652 -0.024 0.178 0.091 0.28
H -2.1438 -1.2423 -1.8635 0.287 0.205 -0.399 0.17
H 1.2259 -4.5191 3.7109 -0.082 -0.010 -0.059 0.38
H -0.0545 -4.4429 -6.5526 0.037 -0.065 -0.030 0.13
H -5.8255 -3.1311 -0.0283 0.586 -0.097 -0.329 0.31
H 2.1783 -7.9937 -1.5378 -0.100 0.046 -0.028 0.33
H -1.6311 2.2804 7.8431 -0.102 -0.024 -0.066 0.28
H 3.0129 -3.3691 2.1903 -0.005 0.026 -0.024 0.46
H 3.1042 3.3596 3.2332 0.048 0.007 0.117 0.45
H 2.3061 0.4119 2.9811 0.047 0.036 0.045 -0.30
H 0.3686 2.5447 -5.8225 0.004 -0.020 0.071 0.29
H 4.7145 1.8986 4.4806 -0.008 -0.070 0.079 0.45
H 3.5621 -5.3975 -2.4043 -0.049 -0.053 -0.053 0.27
H 3.0175 5.5062 6.7686 -0.058 -0.077 -0.046 0.25
H 2.5976 7.8783 7.3541 -0.052 0.006 -0.002 0.38
H -0.3997 5.7294 2.6241 -0.030 0.070 -0.042 0.19
H 4.3009 -6.7392 -1.5397 -0.008 -0.026 -0.053 0.34
H -3.8045 0.6516 -2.0211 0.557 -0.779 -0.152 0.47
H 1.8744 6.2447 5.6552 -0.033 -0.134 -0.012 0.38
H 0.2008 0.8902 8.7677 0.018 0.023 -0.039 0.36
H -1.6013 0.3211 5.4780 0.061 0.058 -0.054 0.24
H -0.9021 7.3924 0.8362 0.059 0.000 -0.113 0.30
H 0.2488 -0.0735 7.2878 0.061 0.054 -0.015 0.31
H 1.7935 -2.2975 1.4811 -0.004 -0.023 0.041 0.03
H -0.0806 3.6755 1.2417 -0.020 0.037 -0.034 0.21
H 1.2163 -1.4490 3.7607 -0.033 -0.076 0.140 0.11
H 0.8736 7.5461 7.5559 0.028 -0.001 0.022 0.32
H 0.0696 -6.9610 -2.3043 0.009 -0.059 -0.049 0.27
H 3.4162 2.9000 -5.9159 -0.073 -0.099 -0.058 0.32
H 2.9655 5.2573 -5.2945 -0.051 0.000 -0.003 0.35
H 1.7532 2.5964 4.0600 0.303 0.037 -0.042 -0.66
H 2.4541 -2.4726 4.4680 -0.151 0.011 0.079 0.36
H -0.1793 -1.6607 -0.7480 0.217 -0.281 -0.455 0.34
H 0.2228 -3.5094 4.7555 -0.080 -0.065 -0.070 0.33
H 3.6987 1.1583 2.1804 -0.042 -0.033 -0.024 0.43
H -1.3069 3.4327 2.4747 0.006 0.017 -0.048 0.08
H -4.2347 -3.9456 -0.3155 -0.211 0.566 0.194 0.33
H 3.2003 -1.6147 2.2834 0.016 -0.068 -0.002 0.36
H -2.0928 0.5866 7.9173 -0.088 0.053 -0.110 0.34
H 1.1095 3.9820 6.2843 -0.080 -0.016 0.081 -0.94
H -1.7966 3.7065 0.7986 0.032 0.022 -0.020 0.35
```
Forces are in eV/Å.

Calculated values
- Kohn-Sham gap (eV) = 5.96
- net charge = +1
- HOMO (eV) = -8.0

Entry 2:
Computed, not measured: a single C19H21FN2O5S molecule at a distorted geometry, with ωB97M-V/def2-TZVPD.

The geometry in XYZ format:
```
49
Properties=species:S:1:pos:R:3:forces:R:3:nbo_charge:R:1
S -0.0383 -1.0141 0.6757 0.122 0.093 -0.133 2.33
F -1.8234 5.2139 0.3672 0.014 -0.106 -0.010 -0.33
O -0.6144 -0.6281 1.9271 0.236 0.252 -0.006 -0.92
O -0.1803 -2.3921 0.2853 0.210 -0.040 -0.312 -0.95
O -3.5481 -0.6844 -2.2805 -0.212 0.212 -0.263 -0.64
O 4.3421 -0.1284 -1.7739 -0.291 -0.212 0.059 -0.49
O 5.7643 0.0920 0.6847 -0.296 0.109 0.263 -0.47
N -0.6910 -0.1016 -0.5705 0.583 -1.074 0.660 -0.70
N -2.8942 -2.0870 -0.6279 -0.060 -0.315 0.332 -0.62
C -0.2544 1.9648 0.5857 -0.157 0.153 -0.112 -0.23
C -4.4122 -2.0192 1.3023 0.029 0.173 -0.249 -0.40
C 3.7236 -0.2563 -0.5648 -0.134 0.036 0.165 0.29
C 2.3608 -0.5256 -0.5428 0.352 0.053 -0.084 -0.24
C -2.6813 -1.1793 -1.5861 0.485 -0.018 -0.179 0.66
C -1.0026 1.2416 -0.3426 -0.067 1.009 0.246 0.21
C -1.1966 -0.7965 -1.7375 -0.190 -0.248 -0.220 -0.32
C -2.0307 1.8843 -1.0339 0.187 -0.289 0.043 -0.26
C -4.1885 -0.5247 1.5088 -0.013 -0.205 0.039 -0.62
C 6.4154 -0.1561 -0.5449 0.009 -0.020 -0.605 -0.10
C 3.7297 -0.1955 1.8538 0.071 -0.007 -0.265 -0.24
C 1.7047 -0.6177 0.6664 -0.517 -0.110 0.002 -0.34
C -0.5340 3.2951 0.8334 -0.128 0.122 -0.073 -0.27
C -1.5559 3.9097 0.1342 -0.011 -0.139 -0.074 0.38
C 5.6230 0.4635 -1.6935 0.478 0.107 0.288 -0.10
C -2.3042 3.2191 -0.7994 0.153 0.304 0.228 -0.27
C -4.2156 -2.4324 -0.1573 -0.282 -0.090 0.155 -0.22
C 2.3707 -0.4426 1.8664 -0.111 -0.012 0.115 -0.19
C 4.4186 -0.1168 0.6473 -0.124 -0.098 -0.037 0.24
H 5.5235 1.5441 -1.5257 0.005 -0.100 -0.057 0.18
H 0.0366 3.8554 1.5566 0.053 0.076 0.069 0.23
H -4.7575 0.0512 0.7822 -0.071 0.119 -0.068 0.20
H -2.6343 1.3505 -1.7484 -0.077 -0.106 -0.100 0.25
H -4.5030 -0.2310 2.5070 0.006 0.100 0.088 0.21
H -2.1017 -2.4382 -0.1038 -0.050 0.021 -0.172 0.42
H -3.0988 3.7190 -1.3298 -0.075 0.062 -0.049 0.23
H 6.5034 -1.2385 -0.7062 0.026 0.109 0.041 0.18
H -5.4285 -2.2885 1.5963 0.021 -0.097 0.042 0.20
H -4.9249 -1.9082 -0.8026 0.042 -0.136 0.070 0.23
H 4.2867 -0.0684 2.7676 0.064 0.009 0.125 0.24
H 1.8156 -0.5052 2.7880 0.000 0.016 0.166 0.25
H -3.7167 -2.5777 1.9323 -0.051 -0.103 0.081 0.20
H -4.3672 -3.5117 -0.2650 -0.058 0.104 -0.060 0.19
H -1.0750 -0.1621 -2.6194 -0.057 -0.067 0.137 0.23
H 6.1065 0.2834 -2.6542 0.006 0.045 0.109 0.21
H -0.6043 -1.7060 -1.8495 -0.105 0.080 -0.187 0.25
H 0.5438 1.4836 1.1243 0.074 0.158 0.077 0.22
H -3.1349 -0.2749 1.4040 0.036 0.101 -0.009 0.22
H 1.8343 -0.6478 -1.4743 -0.045 0.028 -0.212 0.24
H 7.4091 0.2854 -0.4617 -0.079 -0.058 -0.065 0.21
```
Forces are in eV/Å.

Calculated values
- SMILES string = CCCNC(=O)CN(c1ccc(F)cc1)S(=O)(=O)c1ccc2c(c1)OCCO2
- Kohn-Sham gap (eV) = 8.90
- net charge = 0
- energy relative to the best compared isomer or geometry (same formula, charge and spin) (kcal per mole) = 2.55
- HOMO (eV) = -8.5

Entry 3:
Computed, not measured: a single C23H23ClN4O3 molecule, with ωB97M-V/def2-TZVPD.

The geometry in XYZ format:
```
54
Properties=species:S:1:pos:R:3:forces:R:3:nbo_charge:R:1
Cl -2.5601 0.3417 -2.4180 -0.079 0.016 0.144 0.03
O -3.7340 2.9029 -2.8531 0.028 -0.001 0.018 -0.61
O 5.9012 -4.2254 0.0065 -0.115 0.285 0.115 -0.51
O 0.4403 -3.3097 3.0966 -0.097 -0.236 0.097 -0.62
N 0.3139 -1.5808 1.6713 -0.172 0.161 0.070 -0.44
N -2.8649 3.7564 0.4246 0.188 0.206 0.546 -0.17
N -3.3032 3.8556 -0.8171 0.183 -0.480 -0.197 -0.24
N -1.3433 0.4784 0.5275 -0.160 0.093 0.008 -0.42
C 6.1777 -5.5194 -0.4936 0.043 -0.389 -0.296 -0.07
C 0.9286 -2.6844 2.1723 0.066 0.062 -0.016 0.68
C 3.6125 -4.8261 0.6353 0.283 -0.163 -0.122 -0.33
C -2.5524 1.6307 -1.2589 0.239 -0.291 0.075 -0.19
C 2.2249 -3.0748 1.5506 0.180 -0.243 0.054 -0.19
C 4.4937 -2.6077 0.9087 0.153 -0.117 -0.100 -0.28
C 2.4123 -4.3974 1.1717 -0.130 0.281 0.078 -0.14
C 5.6029 -5.7448 -1.8890 0.065 0.194 0.373 -0.64
C 0.6737 -0.8844 0.4579 0.075 0.188 -0.387 -0.23
C -5.2006 7.4960 -1.6475 -0.041 0.068 -0.007 -0.21
C -2.2690 2.6931 0.8313 -0.017 -0.009 0.005 -0.04
C -4.6638 5.7243 -0.1230 0.048 -0.179 -0.066 -0.24
C 3.2896 -2.1850 1.4255 -0.083 -0.176 -0.024 -0.16
C -0.9429 -1.1698 2.2677 -0.132 0.003 0.334 -0.23
C -4.4796 6.8567 -2.6413 0.004 0.044 0.050 -0.20
C -3.9458 5.0819 -1.1262 -0.377 0.629 -0.094 0.21
C -3.8446 5.6536 -2.3879 0.086 -0.099 0.017 -0.22
C -5.2863 6.9291 -0.3863 -0.013 0.045 -0.031 -0.21
C -2.0276 1.5339 0.0144 -0.327 0.070 -0.752 0.18
C -0.5904 -0.4546 -0.2869 0.381 -0.309 -0.218 -0.21
C 4.6702 -3.9316 0.4950 -0.125 0.199 0.103 0.40
C -1.2119 0.2966 1.9607 0.032 -0.059 0.337 -0.22
C -3.2334 2.8081 -1.7494 -0.085 0.060 -0.033 0.58
H -1.9273 2.7370 1.8518 0.065 -0.047 0.120 0.21
H -0.3017 0.0335 -1.2174 0.008 -0.102 0.111 0.23
H -4.7221 5.2702 0.8538 -0.024 0.002 0.056 0.23
H 5.3285 -1.9310 0.8169 0.100 0.077 -0.001 0.23
H -3.2849 5.1610 -3.1649 0.006 -0.041 -0.026 0.24
H -0.3940 0.9077 2.3683 -0.097 -0.019 0.054 0.19
H 1.2678 -1.5414 -0.1806 -0.090 0.139 0.026 0.24
H -1.1890 -1.3395 -0.5324 0.125 0.072 -0.072 0.20
H 3.1833 -1.1638 1.7593 -0.014 0.134 0.004 0.21
H -5.8452 7.4237 0.3940 -0.041 0.029 0.067 0.21
H 5.8924 -6.7281 -2.2491 0.011 -0.115 -0.063 0.22
H -0.8733 -1.3333 3.3461 -0.102 0.064 -0.145 0.25
H 7.2697 -5.5652 -0.5317 -0.165 -0.059 0.066 0.20
H 3.7109 -5.8602 0.3458 0.046 -0.076 -0.058 0.22
H 5.9879 -4.9914 -2.5715 0.032 0.038 -0.081 0.22
H -4.4042 7.2982 -3.6235 0.014 0.026 -0.083 0.22
H 4.5178 -5.6773 -1.8803 -0.083 -0.032 -0.049 0.21
H 1.6000 -5.0975 1.2978 -0.063 -0.074 0.035 0.23
H 1.2742 0.0065 0.6857 0.004 -0.065 -0.115 0.19
H 5.8255 -6.2879 0.2048 0.075 0.094 -0.010 0.17
H -1.7673 -1.7881 1.8907 0.023 0.052 0.090 0.20
H -2.1429 0.5902 2.4512 0.106 -0.029 0.012 0.22
H -5.6940 8.4339 -1.8540 -0.041 0.078 -0.018 0.21
```
Forces are in eV/Å.

Calculated values
- SMILES string = CCOc1ccc(C(=O)N2CCN(c3cnn(-c4ccccc4)c(=O)c3Cl)CC2)cc1
- Kohn-Sham gap (eV) = 8.63
- net charge = 0
- energy relative to the best compared isomer or geometry (same formula, charge and spin) (kcal per mole) = 0.00
- HOMO (eV) = -8.5